Entry 1:
Entry from OMol25: a molecular structure, C7H8N2O2 in a non-equilibrium geometry (ωB97M-V/def2-TZVPD).

Cartesian coordinates (Å):
C  -0.088  1.997  -0.843
C  -1.746  0.898  -1.167
C  1.156  0.009  -0.426
C  -0.093  -0.831  -0.901
C  -0.688  0.569  0.990
C  0.470  1.230  0.277
C  -1.311  -0.093  -0.197
N  0.030  3.133  -1.190
N  -2.547  1.216  -1.964
O  -3.167  1.658  -2.868
O  -0.033  4.008  -2.025
H  1.810  -0.547  0.131
H  1.632  0.495  -1.287
H  -0.392  -0.650  -1.943
H  0.101  -1.835  -0.499
H  -0.239  -0.139  1.661
H  -1.240  1.304  1.450
H  1.159  1.968  0.838
H  -2.240  -0.650  0.057

Values from the calculation:
Spin multiplicity = 1
HOMO-LUMO gap (spin up / spin down) = 0.282 / 0.282 Eh
Net charge = 0
ΔE to the lowest compared entry with this formula, charge and spin = 183.8 kcal per mole

---

Entry 2:
Entry from OMol25: 2 unconnected molecules or ions with the total composition C7H8O3 in a non-equilibrium geometry (ωB97M-V/def2-TZVPD).

Cartesian coordinates (Å):
O  0.157  1.453  0.696
C  0.768  0.543  -0.128
C  1.228  1.009  -1.361
C  1.856  0.130  -2.239
C  2.030  -1.212  -1.898
C  1.569  -1.671  -0.666
C  0.938  -0.798  0.221
H  -0.114  0.989  1.525
H  1.084  2.067  -1.615
H  2.215  0.503  -3.208
H  2.526  -1.901  -2.595
H  1.698  -2.724  -0.384
H  0.575  -1.161  1.191
O  -2.509  0.033  3.041
C  -3.487  0.346  2.410
O  -3.479  1.051  1.261
H  -4.532  0.099  2.686
H  -2.523  1.243  1.063

Values from the calculation:
SMILES = Oc1ccccc1.O=CO
Spin multiplicity = 1
HOMO-LUMO gap = 0.350 Eh
Net charge = 0
ΔE to the lowest compared entry with this formula, charge and spin = 0.0 kcal per mole

---

Entry 3:
Entry from OMol25: 2 unconnected molecules or ions with the total composition C4H13NO2 in a non-equilibrium geometry (ωB97M-V/def2-TZVPD).

Cartesian coordinates (Å):
C  -1.732  -1.568  -0.814
N  -1.139  -0.210  -1.005
C  -0.780  -0.045  -2.406
C  0.069  -0.235  -0.130
C  0.588  1.132  0.205
O  1.906  1.007  0.620
H  -2.766  -1.780  -1.413
H  -0.997  -2.341  -0.915
H  -2.126  -1.823  0.227
H  -0.012  -0.830  -2.688
H  -0.497  0.994  -2.679
H  -1.671  -0.264  -3.080
H  0.941  -0.828  -0.522
H  -0.243  -0.683  0.814
H  0.044  1.574  1.061
H  0.599  1.696  -0.760
H  2.530  1.259  -0.062
O  0.732  0.155  3.157
H  1.220  0.321  2.365
H  0.979  -0.833  3.335

Values from the calculation:
SMILES = CN(C)CCO.O
Spin multiplicity = 1
HOMO-LUMO gap = 0.360 Eh
Net charge = 0
ΔE to the lowest compared entry with this formula, charge and spin = 45.9 kcal per mole

---

Entry 4:
Entry from OMol25: a gas-phase ion, C3H5N2O (charge +1) in a non-equilibrium geometry (ωB97M-V/def2-TZVPD).

Cartesian coordinates (Å):
C  1.383  -0.367  1.611
N  0.298  -0.511  1.012
C  -0.773  0.168  0.692
O  -1.717  0.682  1.258
N  -1.018  -0.005  -0.804
C  -0.283  0.310  -1.763
H  2.066  0.580  1.652
H  1.980  -1.324  1.912
H  -1.920  -0.560  -1.029
H  -0.589  0.046  -2.791
H  0.571  0.980  -1.750

Values from the calculation:
SMILES = C=NC(=O)[NH+]=C
Spin multiplicity = 1
HOMO-LUMO gap = 0.359 Eh
Net charge = +1
ΔE to the lowest compared entry with this formula, charge and spin = 69.0 kcal per mole